a | {"formula": "C13H20N5O9Ti", "method": "the ωB97M-V functional and the def2-TZVPD basis", "elements": ["Ti", "O", "C", "O", "C", "O", "C", "C", "O", "O", "H", "H", "H", "H", "H", "N", "C", "C", "C", "O", "O", "H", "H", "H", "H", "H", "H", "N", "N", "C", "O", "O", "H", "H", "H", "N", "C", "C", "C", "N", "C", "C", "H", "H", "H", "H", "H", "H"], "positions_angstrom": [[-0.35, 0.36, -0.13], [-0.81, -3.54, -3.56], [-0.51, -2.48, -2.82], [-0.42, -1.35, -3.24], [-0.35, -2.88, -1.37], [0.40, -1.93, -0.62], [1.78, -1.86, -0.96], [2.21, -0.43, -1.22], [3.34, -0.15, -1.49], [1.24, 0.47, -1.11], [-0.97, -3.25, -4.47], [-1.35, -2.93, -0.93], [0.11, -3.86, -1.30], [2.38, -2.24, -0.12], [2.01, -2.47, -1.83], [-0.47, 2.33, -1.03], [-1.48, 3.29, -0.53], [-1.27, 3.60, 0.95], [-1.48, 2.40, 1.85], [-1.86, 2.45, 2.98], [-1.18, 1.23, 1.25], [0.46, 2.73, -1.06], [-0.72, 2.07, -1.99], [-2.46, 2.85, -0.69], [-1.42, 4.21, -1.11], [-1.95, 4.38, 1.27], [-0.26, 3.98, 1.12], [-2.07, 1.14, -2.99], [-3.07, 0.22, -2.61], [-2.84, -0.70, -1.63], [-3.48, -1.71, -1.51], [-1.82, -0.39, -0.83], [-2.52, 1.96, -3.36], [-1.48, 0.73, -3.71], [-3.70, -0.12, -3.32], [3.13, -0.95, 4.94], [2.41, -0.74, 3.83], [2.60, 0.41, 3.03], [1.84, 0.58, 1.91], [0.90, -0.30, 1.50], [0.71, -1.39, 2.26], [1.43, -1.65, 3.40], [3.82, -0.29, 5.25], [2.98, -1.76, 5.51], [3.34, 1.15, 3.30], [1.99, 1.45, 1.29], [-0.05, -2.08, 1.93], [1.22, -2.55, 3.97]], "charge": 1, "lumo_energy_ev": -3.552, "orbital_gap_ev": 8.67, "mol_weight_da": 438.2}

b | {"formula": "C13H20N5O9Ti", "method": "the ωB97M-V functional and the def2-TZVPD basis", "elements": ["Ti", "O", "C", "O", "C", "O", "C", "C", "O", "O", "H", "H", "H", "H", "H", "N", "C", "C", "C", "O", "O", "H", "H", "H", "H", "H", "H", "N", "N", "C", "O", "O", "H", "H", "H", "N", "C", "C", "C", "N", "C", "C", "H", "H", "H", "H", "H", "H"], "positions_angstrom": [[0.09, -0.31, -0.39], [3.34, 2.30, -2.55], [2.23, 1.79, -2.04], [1.65, 0.82, -2.48], [1.74, 2.52, -0.82], [0.44, 2.07, -0.50], [-0.60, 2.64, -1.31], [-1.25, 1.57, -2.17], [-1.80, 1.82, -3.20], [-1.16, 0.37, -1.61], [3.62, 1.79, -3.32], [2.39, 2.28, 0.02], [1.76, 3.60, -0.98], [-1.37, 3.04, -0.64], [-0.22, 3.45, -1.93], [0.57, -1.66, -2.03], [-0.44, -2.67, -2.41], [-0.83, -3.57, -1.23], [-1.33, -2.72, -0.09], [-2.44, -2.70, 0.34], [-0.35, -1.91, 0.39], [0.79, -1.07, -2.84], [1.45, -2.09, -1.72], [-0.07, -3.29, -3.23], [-1.32, -2.13, -2.77], [0.03, -4.14, -0.88], [-1.61, -4.26, -1.54], [3.05, -2.54, -0.23], [3.16, -1.84, 0.97], [2.51, -0.68, 1.24], [2.57, -0.14, 2.32], [1.84, -0.14, 0.20], [2.77, -3.49, -0.04], [3.96, -2.57, -0.69], [3.73, -2.21, 1.72], [-3.34, 1.94, 4.38], [-2.61, 1.49, 3.34], [-3.22, 0.97, 2.18], [-2.44, 0.52, 1.16], [-1.09, 0.55, 1.19], [-0.50, 1.03, 2.30], [-1.20, 1.51, 3.37], [-4.34, 1.87, 4.37], [-2.90, 2.26, 5.22], [-4.29, 0.92, 2.11], [-2.89, 0.10, 0.27], [0.59, 1.02, 2.32], [-0.67, 1.88, 4.24]], "charge": 1, "lumo_energy_ev": -3.483, "orbital_gap_ev": 8.38, "mol_weight_da": 438.2}

Relative energies in hartree: a 0.0176; b 0.0000